Below is C53H44As2N4O6PbSSe as an isolated structure at a distorted geometry, with properties calculated with wB97M-V/def2-TZVPD.

Last column: Mulliken charge in e.
CARTESIAN COORDINATES (ANGSTROEM)
1 Pb -0.089 -0.361 -0.191  1.86
2 O -0.713 0.887 -2.383  1.49
3 C -1.700 0.853 -3.201  -0.70
4 C -1.701 1.704 -4.354  -0.20
5 C -2.675 1.649 -5.313  -0.87
6 C -3.751 0.758 -5.200  -1.10
7 C -3.821 -0.062 -4.099  -0.53
8 C -2.852 0.006 -3.093  -1.45
9 C -3.054 -0.777 -1.786  1.42
10 N -1.827 -1.548 -1.792  0.56
11 C -2.139 -2.787 -2.031  -0.72
12 C -3.545 -2.957 -2.050  -0.86
13 N -4.102 -1.785 -1.919  0.32
14 H -0.865 2.381 -4.454  0.46
15 H -2.615 2.306 -6.172  0.47
16 H -4.539 0.741 -5.939  0.40
17 H -4.668 -0.724 -3.983  0.45
18 H -1.386 -3.543 -2.177  0.57
19 H -4.124 -3.861 -2.160  0.52
20 H -5.029 -1.611 -1.531  0.43
21 S 0.568 -2.900 -0.047  -0.38
22 C 2.132 -3.260 -0.791  0.84
23 C 2.593 -4.573 -0.615  -0.98
24 C 3.790 -4.992 -1.159  -0.68
25 C 4.557 -4.108 -1.908  -0.85
26 C 4.111 -2.813 -2.086  -0.27
27 C 2.911 -2.363 -1.530  -0.48
28 As 2.393 -0.485 -1.795  1.36
29 C 2.769 -0.523 -3.724  0.28
30 C 1.787 -1.077 -4.541  -0.62
31 C 1.995 -1.208 -5.904  -0.66
32 C 3.187 -0.772 -6.468  -0.66
33 C 4.163 -0.207 -5.662  -0.75
34 C 3.957 -0.085 -4.294  0.20
35 C 4.044 0.343 -1.143  0.52
36 C 4.326 1.666 -1.474  -0.09
37 C 5.426 2.312 -0.929  -0.86
38 C 6.231 1.658 -0.007  -0.87
39 C 5.952 0.343 0.333  -0.87
40 C 4.876 -0.315 -0.245  -1.13
41 H 1.979 -5.251 -0.037  0.49
42 H 4.127 -6.009 -1.003  0.39
43 H 5.493 -4.425 -2.349  0.42
44 H 4.708 -2.120 -2.667  0.43
45 H 0.850 -1.403 -4.097  0.24
46 H 1.227 -1.641 -6.533  0.44
47 H 3.353 -0.872 -7.533  0.37
48 H 5.090 0.141 -6.100  0.43
49 H 4.726 0.360 -3.676  0.35
50 H 3.679 2.199 -2.163  0.75
51 H 5.654 3.329 -1.225  0.48
52 H 7.069 2.170 0.449  0.37
53 H 6.575 -0.181 1.048  0.44
54 H 4.680 -1.346 0.020  0.36
55 C 3.007 2.380 2.659  -1.61
56 C 2.667 1.042 2.052  -0.02
57 O 2.140 0.949 0.949  1.01
58 N 3.061 -0.030 2.777  0.05
59 C 2.582 -1.375 2.511  0.35
60 C 1.207 -1.557 3.113  0.41
61 C 0.912 -2.600 3.973  -0.95
62 C -0.343 -2.636 4.567  -0.42
63 C -1.224 -1.599 4.323  -0.75
64 C -0.847 -0.604 3.431  -0.40
65 N 0.331 -0.595 2.818  0.19
66 H 2.422 3.150 2.163  0.07
67 H 4.067 2.588 2.502  0.29
68 H 2.803 2.395 3.730  0.54
69 H 3.427 0.139 3.698  0.27
70 H 3.283 -2.097 2.927  0.48
71 H 2.533 -1.509 1.430  -0.93
72 H 1.644 -3.373 4.167  0.45
73 H -0.620 -3.458 5.213  0.41
74 H -2.197 -1.562 4.792  0.46
75 H -1.518 0.211 3.197  0.54
76 C 2.432 4.171 -5.449  -0.89
77 C 2.443 5.179 -4.496  -0.82
78 C 1.949 4.947 -3.220  -0.35
79 C 1.449 3.695 -2.864  0.40
80 C 1.476 2.687 -3.822  0.31
81 C 1.942 2.921 -5.107  -0.68
82 As 0.792 3.221 -1.043  1.54
83 C -0.890 4.217 -1.134  -0.41
84 C -2.149 3.709 -1.404  -0.47
85 C -3.244 4.560 -1.478  -0.88
86 C -3.077 5.924 -1.285  -0.89
87 C -1.832 6.430 -0.940  -0.59
88 C -0.738 5.580 -0.837  0.08
89 C 0.603 5.953 -0.360  0.79
90 C 1.011 7.226 0.023  -0.43
91 C 2.289 7.424 0.527  -0.86
92 C 3.169 6.357 0.645  -0.99
93 C 2.781 5.091 0.221  -0.17
94 C 1.506 4.884 -0.276  -0.83
95 H 2.808 4.366 -6.445  0.39
96 H 2.842 6.157 -4.738  0.43
97 H 1.963 5.760 -2.506  0.29
98 H 1.104 1.709 -3.558  0.20
99 H 1.929 2.116 -5.832  0.48
100 H -2.286 2.647 -1.535  0.73
101 H -4.225 4.154 -1.686  0.49
102 H -3.921 6.595 -1.383  0.38
103 H -1.724 7.490 -0.742  0.38
104 H 0.339 8.069 -0.084  0.43
105 H 2.601 8.417 0.825  0.39
106 H 4.157 6.512 1.061  0.43
107 H 3.477 4.261 0.266  0.58
108 O -3.843 0.535 1.848  -0.68
109 Se -3.773 -0.673 0.837  1.23
110 O -3.307 0.122 -0.771  -0.65
111 O -2.560 -1.706 1.012  -0.56
112 O -5.173 -1.355 0.490  -0.79

Atomic forces in eV per Å
Pb -0.2 1.0 0.2
O -0.3 -0.1 0.2
C 0.1 -0.1 -0.3
C 0.0 -0.1 0.1
C 0.0 0.0 0.0
C -0.2 -0.2 -0.1
C 0.0 0.3 0.0
C 0.0 -0.1 0.2
C 0.1 1.1 -0.9
N -0.7 -1.0 0.2
C 1.1 0.5 0.0
C -1.1 0.6 -0.1
N 0.7 -0.9 0.3
H -0.1 0.0 0.0
H 0.0 0.0 0.0
H 0.0 0.0 0.0
H -0.1 0.0 0.0
H 0.0 -0.1 0.1
H 0.0 -0.1 0.1
H -0.2 0.0 -0.1
S 0.2 -0.3 0.0
C -0.1 0.1 0.0
C 0.0 0.0 0.0
C 0.0 0.0 0.0
C 0.1 0.0 0.0
C 0.0 0.1 -0.1
C -0.1 -0.1 0.2
As 1.0 -0.6 -0.5
C -0.3 0.2 0.0
C -0.1 0.0 0.1
C 0.0 0.0 0.0
C 0.0 0.0 0.0
C 0.0 0.0 -0.1
C 0.0 0.1 0.2
C -0.1 0.1 0.1
C -0.2 0.0 -0.1
C 0.0 0.1 0.0
C 0.0 0.0 0.0
C 0.0 0.0 0.0
C -0.1 -0.1 0.0
H 0.0 0.0 0.0
H 0.0 0.0 0.0
H 0.0 0.0 0.0
H 0.0 0.0 0.0
H 0.0 0.0 -0.1
H 0.0 0.0 0.0
H 0.0 0.0 0.0
H 0.0 0.0 0.0
H 0.0 0.0 0.0
H 0.0 0.0 0.0
H -0.1 0.0 0.0
H 0.0 0.0 -0.1
H 0.0 0.0 0.0
H 0.0 0.0 0.0
C -0.1 0.0 -0.1
C 0.2 0.1 -0.1
O -0.1 -0.2 0.2
N 0.1 -0.2 0.1
C -0.2 0.2 -0.1
C 0.1 0.0 0.1
C -0.1 0.0 -0.1
C 0.0 0.0 0.0
C -0.1 0.0 0.0
C 0.0 -0.2 0.1
N -0.1 0.0 0.1
H 0.0 0.0 0.0
H 0.0 0.0 0.0
H 0.0 0.0 0.0
H -0.1 0.1 0.0
H 0.0 0.0 -0.1
H 0.1 -0.1 0.0
H 0.0 0.0 0.0
H 0.0 0.0 0.1
H 0.0 0.0 0.0
H -0.1 0.0 -0.1
C 0.0 0.0 0.0
C 0.0 0.0 0.0
C 0.0 0.1 0.1
C 0.1 -0.1 0.0
C 0.0 0.0 0.1
C 0.1 0.0 -0.1
As 0.0 0.6 -0.2
C -0.1 0.1 0.0
C 0.0 -0.1 0.0
C 0.0 0.0 0.0
C 0.0 0.0 0.0
C 0.1 0.1 0.0
C -0.2 -0.1 -0.1
C 0.2 -0.1 0.1
C -0.1 0.0 -0.1
C 0.0 0.0 0.0
C 0.0 0.0 0.0
C 0.0 -0.1 -0.1
C -0.1 0.0 0.1
H 0.0 0.0 0.0
H 0.0 0.0 0.0
H 0.0 0.0 0.0
H -0.1 -0.1 0.0
H 0.0 0.0 0.0
H 0.0 -0.1 -0.1
H 0.0 0.0 0.0
H 0.0 0.0 0.1
H 0.0 0.0 0.0
H 0.0 0.0 0.1
H 0.0 0.0 0.0
H 0.0 0.0 0.0
H 0.1 0.0 0.0
O 0.2 0.8 0.5
Se 0.2 0.3 0.0
O 0.1 -0.5 0.4
O 0.7 -0.4 -0.1
O -0.8 -0.5 -0.5

Values from the calculation:
LUMO level in eV: -2.177
HOMO level in hartree: -0.274
Electronic energy in Eh: -10180.46687
HOMO-LUMO gap in Eh: 0.1941
2S+1: 1
F_max in eV/A: 1.46